50
Properties=species:S:1:pos:R:3:forces:R:3 method="wB97M-V/def2-TZVPD" energy_ha=-3336.165388 total_charge=-1 e_homo_ev="-5.74 / -5.74" spin_multiplicity=4 s_squared=3.758
Co 0.321 -0.679 1.022 0.39 0.12 0.30
C -3.558 3.896 -0.503 -0.09 -0.06 0.05
C -2.114 4.053 -0.945 0.18 0.02 0.04
N -1.156 3.488 0.012 0.03 0.29 0.16
C -0.585 4.441 0.963 -0.15 -0.06 -0.07
C 0.685 5.099 0.451 0.09 0.00 -0.05
C -0.827 2.180 -0.003 -0.26 -0.18 -0.44
S 0.425 1.660 1.050 -0.07 -0.05 -0.02
N -1.523 1.488 -0.936 0.25 0.12 0.31
C -1.531 0.179 -1.103 -0.26 -0.22 -0.21
O -1.015 -0.738 -0.417 0.11 -0.08 0.08
C -2.339 -0.297 -2.291 0.13 0.20 0.15
C -3.074 0.597 -3.062 -0.09 0.03 -0.11
C -3.804 0.146 -4.154 0.05 -0.01 0.07
C -3.800 -1.204 -4.482 0.02 0.01 0.03
C -3.068 -2.100 -3.714 0.02 0.07 0.06
C -2.343 -1.647 -2.618 -0.04 -0.10 -0.08
H -4.232 4.369 -1.222 0.04 -0.01 0.02
H -3.724 4.360 0.473 0.02 -0.03 -0.04
H -3.812 2.837 -0.434 0.01 0.05 0.01
H -1.859 5.110 -1.038 -0.01 0.02 -0.01
H -1.958 3.592 -1.916 0.01 -0.06 0.00
H -0.405 3.931 1.906 0.05 -0.04 0.01
H -1.354 5.195 1.144 -0.02 0.02 0.02
H 1.465 4.351 0.303 -0.04 0.03 0.00
H 1.049 5.838 1.170 -0.03 -0.04 -0.03
H 0.506 5.610 -0.499 0.01 -0.03 0.04
H -3.063 1.645 -2.793 -0.01 -0.04 -0.02
H -4.375 0.850 -4.748 0.01 -0.02 0.01
H -4.366 -1.556 -5.336 0.01 0.00 0.02
H -3.059 -3.153 -3.966 0.00 0.02 0.01
H -1.770 -2.331 -2.007 -0.01 0.01 -0.02
O 0.224 -3.326 4.023 -0.04 -0.01 0.09
C 0.687 -2.600 3.160 -0.06 0.26 -0.24
O 0.096 -1.528 2.729 -0.01 -0.20 -0.09
C 2.061 -2.956 2.587 0.07 -0.03 0.05
C 2.736 -3.928 3.287 -0.05 0.06 0.04
C 4.004 -4.341 2.902 0.31 -0.19 0.48
C 4.623 -3.806 1.802 0.07 0.07 -0.13
C 3.960 -2.844 1.074 0.42 -0.07 -0.42
C 2.667 -2.346 1.429 -0.33 0.06 0.10
O 2.114 -1.419 0.753 -0.29 0.06 -0.10
N 4.681 -2.343 -0.118 -0.19 0.36 0.62
O 4.090 -1.617 -0.885 0.04 -0.11 -0.33
O 5.862 -2.643 -0.245 -0.04 -0.19 0.00
N 4.704 -5.376 3.673 -0.73 -0.41 -0.82
O 5.786 -5.763 3.267 0.30 0.22 0.17
O 4.109 -5.889 4.602 0.12 0.19 0.34
H 2.251 -4.357 4.152 0.01 -0.03 -0.02
H 5.606 -4.128 1.504 0.04 -0.01 -0.04